(1)
Computed, not measured: a cluster of 3 separate species, C4H14NO2 in total, with ωB97M-V with the def2-TZVPD basis set.

Geometry as XYZ:
```
21
Properties=species:S:1:pos:R:3:forces:R:3
C -0.7942 -1.3623 0.5614 0.269 -0.691 -0.399
C 0.0390 -2.0787 -0.5219 -0.361 0.752 1.345
C 0.6348 -1.0876 -1.4554 0.693 0.854 0.109
C 1.9371 -0.7870 -1.4682 0.046 -0.016 0.221
N 0.1519 -0.6088 1.4438 0.477 -0.689 0.911
H -1.2659 -2.1250 1.1692 -0.473 0.267 0.133
H -1.4825 -0.6955 0.0682 -0.365 0.353 0.405
H -0.6506 -2.7800 -0.9842 0.230 -0.121 -0.319
H 0.8194 -2.6158 0.0237 0.073 -0.349 -0.423
H -0.0042 -0.3903 -1.9964 -0.291 -0.915 -0.728
H 2.4153 -0.2634 -2.2885 -0.285 0.621 0.311
H 2.5942 -1.0385 -0.6381 0.217 -0.900 -0.446
H -0.2099 0.1767 2.0181 -0.435 0.257 -0.941
H 0.9471 -0.3485 0.8514 0.002 0.559 0.170
H 0.5116 -1.2499 2.1576 0.162 -0.133 -0.306
H 0.0630 2.8221 -1.5908 0.002 0.238 -0.048
H -0.5218 3.9008 -0.6299 0.123 0.036 -0.215
O -0.3922 2.9555 -0.7552 -0.040 -0.299 0.238
H -1.8919 2.3569 1.6322 0.018 -0.260 0.273
H -0.7279 1.8999 0.7825 -0.227 0.222 0.054
O -1.2323 1.6522 1.5821 0.166 0.215 -0.346
```
Forces are in eV/Å.

Summary:
LUMO level: -2.96 eV
HOMO-LUMO gap: 0.391 Eh
highest occupied orbital energy: -0.4995 hartree
net charge: +1
energy above the lowest of the compared OMol25 structures with the same formula, charge and spin: 1.565 eV

***

(2)
Computed, not measured: a structure of composition C5H8S, with ωB97M-V with the def2-TZVPD basis set.

Geometry as XYZ:
```
14
Properties=species:S:1:pos:R:3:forces:R:3
C 1.6258 0.0303 -0.0904 3.074 -0.498 2.908
C 0.5774 1.1071 0.0131 -0.963 3.596 3.709
C -0.6059 0.2727 -0.3938 0.656 3.925 -4.522
C -1.8820 -0.3741 -0.1858 -2.879 -3.333 -0.663
C -0.6333 -0.7903 0.5150 1.127 -4.128 -1.127
H 2.1221 0.1855 -1.0238 1.112 -0.144 -0.324
H 2.3906 -0.1349 0.9223 -1.838 1.299 -3.254
H 0.8838 2.1534 -0.3967 -0.742 -2.102 0.057
H 0.3439 1.3125 1.1320 0.841 0.131 -1.583
H -0.2147 -0.0486 -1.4308 -1.450 0.177 1.282
H -2.6458 -0.4744 0.5517 -0.612 1.842 0.792
H -2.3604 -1.0908 -0.9835 1.654 1.681 0.782
H -0.3992 -0.5899 1.5080 -0.766 0.670 1.766
S 0.7978 -1.5585 -0.1374 0.786 -3.116 0.177
```
Forces are in eV/Å.

Summary:
LUMO level: 1.06 eV
HOMO-LUMO gap: 0.331 Eh
highest occupied orbital energy: -0.2914 hartree
energy above the lowest of the compared OMol25 structures with the same formula, charge and spin: 4.980 eV

***

(3)
Computed, not measured: a cluster of 3 separate species, C3H7NO2 in total, with ωB97M-V with the def2-TZVPD basis set.

Geometry as XYZ:
```
13
Properties=species:S:1:pos:R:3:forces:R:3
C -1.2756 1.0614 -0.4535 -0.078 -0.181 0.048
C -1.5059 -0.1828 -0.1294 -0.156 -0.186 0.034
N -1.8678 -1.3294 0.1629 -0.076 0.720 -0.171
O -0.8175 -2.2162 0.4251 0.020 -0.362 0.073
C 1.6566 -0.6077 0.3806 0.300 0.244 0.035
O 2.4412 0.3091 0.3838 -0.335 -0.496 0.006
H -1.1836 1.8276 0.3100 -0.035 -0.173 -0.079
H 0.9713 2.7288 -0.5756 0.099 0.044 -0.014
H -1.1486 1.3504 -1.4923 -0.011 -0.102 0.150
H -1.2879 -3.0338 0.6368 0.094 0.145 -0.045
H 1.3473 -1.1252 -0.5489 0.110 0.118 0.100
H 1.1918 -0.9933 1.3084 0.108 0.094 -0.095
H 1.4787 2.2111 -0.4078 -0.039 0.135 -0.041
```
Forces are in eV/Å.

Summary:
LUMO level: 0.51 eV
HOMO-LUMO gap: 0.385 Eh
SMILES: C=C=NO.[H][H].C=O
highest occupied orbital energy: -0.3664 hartree
energy above the lowest of the compared OMol25 structures with the same formula, charge and spin: 5.875 eV

***

It is found that the strongest force on any atom values, taken in the order of the records, are 1.6, 6.0, 0.7 eV/A.